{
  "formula": "C20H24ClNO5S",
  "method": "the ωB97M-V functional and the def2-TZVPD basis",
  "smiles": "CCOC(=O)c1c(NC(=O)[C@@H]2CC(Cl)=CC[C@H]2C(=O)O)sc2c1CCCCC2",
  "homo_energy_ev": -7.8,
  "relative_energy_kcal_mol": 0.00,
  "e_lumo_ha": 0.0242,
  "e_tot_ev": -56216.8695,
  "largest_force_ha_per_bohr": 0.0173,
  "orbital_gap_ha": 0.3108,
  "total_charge": 0,
  "symbols": ["Cl", "S", "O", "O", "O", "O", "O", "N", "C", "C", "C", "C", "C", "C", "C", "C", "C", "C", "C", "C", "C", "C", "C", "C", "C", "C", "C", "C", "H", "H", "H", "H", "H", "H", "H", "H", "H", "H", "H", "H", "H", "H", "H", "H", "H", "H", "H", "H", "H", "H", "H", "H"],
  "positions_angstrom": [[6.527, -1.552, 2.085], [-0.542, 1.762, 1.300], [2.454, 1.424, -2.227], [1.988, 1.781, 1.003], [-0.157, -2.291, -0.646], [-2.397, -2.374, -0.651], [4.022, 3.008, -2.220], [1.063, -0.115, 0.232], [2.119, 0.700, 0.459], [-1.233, -1.786, -0.355], [6.286, -0.126, -0.152], [-3.948, -0.288, 0.686], [5.596, 0.720, -1.177], [5.669, -0.593, 0.922], [-2.530, 0.176, 0.780], [3.466, 0.149, 0.026], [-4.436, 2.001, -0.339], [-0.216, 0.256, 0.550], [-2.337, -3.642, -1.301], [4.230, -0.354, 1.256], [-3.212, 2.374, 1.900], [-2.135, -4.773, -0.302], [4.269, 1.268, -0.642], [-1.356, -0.498, 0.312], [-4.513, 2.555, 1.085], [-2.247, 1.390, 1.323], [3.465, 1.882, -1.767], [-4.694, 0.492, -0.403], [5.413, 0.115, -2.072], [3.486, 3.391, -2.932], [-1.172, -4.664, 0.190], [3.780, -1.277, 1.629], [-1.520, -3.630, -2.030], [-5.181, 2.503, -0.960], [-4.387, 0.123, -1.384], [-2.920, -4.756, 0.449], [6.245, 1.547, -1.470], [-4.430, -0.115, 1.651], [7.325, -0.352, -0.334], [4.162, 0.391, 2.056], [4.468, 2.055, 0.091], [-3.456, 2.228, -0.760], [3.321, -0.667, -0.686], [-3.992, -1.352, 0.468], [-3.465, 2.068, 2.921], [-2.159, -5.726, -0.822], [-3.295, -3.738, -1.817], [-4.737, 3.622, 1.036], [-5.764, 0.301, -0.294], [1.119, -1.019, -0.246], [-2.693, 3.331, 1.978], [-5.348, 2.077, 1.600]],
  "forces_ev_per_angstrom": [[0.106, -0.083, 0.124], [-0.861, -0.229, -0.022], [-0.115, -0.119, -0.064], [0.387, 0.124, 0.006], [-0.133, -0.171, -0.083], [-0.078, 0.271, 0.148], [0.432, 0.546, -0.083], [-0.004, -0.344, -0.122], [0.241, -0.452, -0.198], [0.253, 0.016, -0.036], [-0.016, -0.032, -0.036], [-0.106, -0.039, -0.151], [-0.127, 0.083, 0.095], [0.041, 0.063, -0.099], [-0.008, 0.217, 0.233], [0.041, 0.416, 0.114], [-0.240, 0.001, 0.013], [-0.273, 0.075, 0.105], [0.209, -0.567, -0.231], [-0.091, 0.036, -0.075], [-0.065, -0.039, 0.146], [-0.018, 0.397, -0.113], [-0.123, -0.094, -0.180], [0.368, 0.264, 0.089], [0.054, 0.099, -0.221], [0.467, -0.264, -0.056], [-0.127, -0.131, 0.069], [0.085, 0.077, 0.046], [0.025, 0.063, -0.068], [-0.082, -0.279, 0.123], [0.055, -0.042, 0.030], [0.030, 0.028, 0.018], [-0.213, 0.011, 0.057], [0.056, 0.030, -0.045], [-0.056, -0.062, -0.053], [-0.071, -0.052, 0.056], [-0.027, -0.034, -0.048], [-0.043, -0.045, 0.034], [0.129, -0.108, 0.103], [-0.022, -0.062, 0.022], [-0.011, -0.051, -0.017], [-0.021, 0.043, -0.080], [0.001, 0.010, 0.009], [-0.104, 0.074, 0.153], [0.040, 0.111, 0.020], [-0.009, -0.128, -0.037], [0.132, 0.046, 0.037], [-0.074, -0.022, 0.062], [-0.047, -0.018, -0.056], [0.135, 0.270, 0.114], [-0.071, 0.060, 0.089], [-0.049, 0.038, 0.058]]
}

{
  "formula": "C20H24F3O24Pb",
  "method": "the ωB97M-V functional and the def2-TZVPD basis",
  "homo_energy_ev": -3.1,
  "relative_energy_kcal_mol": 57.08,
  "e_lumo_ha": 0.0656,
  "e_tot_ev": -83670.0659,
  "largest_force_ha_per_bohr": 0.1303,
  "orbital_gap_ha": 0.1803,
  "total_charge": -1,
  "symbols": ["Pb", "F", "F", "F", "O", "O", "O", "O", "O", "O", "O", "O", "O", "O", "O", "O", "O", "O", "O", "O", "O", "O", "O", "O", "O", "O", "O", "O", "C", "C", "C", "C", "C", "C", "C", "C", "C", "C", "C", "C", "C", "C", "C", "C", "C", "C", "C", "C", "H", "H", "H", "H", "H", "H", "H", "H", "H", "H", "H", "H", "H", "H", "H", "H", "H", "H", "H", "H", "H", "H", "H", "H"],
  "positions_angstrom": [[0.782, -0.954, 0.078], [6.059, 0.954, -1.846], [-2.092, 0.657, 5.902], [1.362, 3.314, 5.025], [3.864, 1.057, -2.494], [1.523, 2.929, 2.201], [-1.023, 0.550, 3.903], [-1.959, 3.091, -1.194], [3.224, -1.500, 0.537], [-1.625, -1.648, -0.862], [1.581, 0.645, 2.018], [3.679, 2.656, -1.009], [2.566, 1.836, 3.815], [-1.754, 1.347, -2.457], [1.555, -5.033, -0.757], [2.203, -3.009, -3.130], [2.055, 1.064, -1.054], [-3.095, -2.367, 0.677], [4.038, -3.153, -0.464], [-1.065, -0.643, 1.959], [5.311, -2.061, 0.953], [-2.914, 0.373, 2.823], [-3.144, -3.326, -1.301], [1.116, -1.752, -4.545], [-0.775, 1.220, -0.425], [0.698, -3.484, 0.461], [1.037, -1.387, -2.402], [-0.325, -5.510, 0.315], [-3.956, -5.572, -0.906], [2.437, 3.148, 4.311], [-1.444, 1.837, -1.272], [1.428, -2.100, -3.338], [-3.231, 1.059, 4.013], [3.097, 1.497, -1.464], [-1.919, 1.226, 4.727], [-2.358, 2.286, -3.327], [-3.927, -3.514, 0.828], [0.668, -4.687, 0.036], [-1.618, 0.016, 2.823], [-2.543, -2.349, -0.524], [5.127, 1.717, -2.566], [2.253, 3.878, 3.003], [-4.173, -4.053, -0.627], [4.172, -2.226, 0.325], [4.772, 3.009, -1.859], [-2.679, 3.428, -2.340], [1.873, 1.727, 2.599], [-2.234, 4.798, -2.871], [-5.181, -3.755, -0.916], [4.407, 3.671, -2.644], [-3.810, -5.861, -1.947], [-1.764, 2.559, -4.199], [-4.801, -6.006, -0.372], [5.558, 3.520, -1.303], [-3.295, 1.949, -3.770], [3.171, 4.148, 2.482], [-0.044, -6.317, -0.123], [1.764, 4.841, 3.151], [-3.076, -5.867, -0.335], [-2.940, 5.178, -3.610], [-3.730, 2.011, 3.832], [-3.740, 3.330, -2.113], [-2.146, 5.588, -2.126], [-4.842, -3.345, 1.395], [5.716, -2.773, 0.452], [-3.326, -4.276, 1.324], [1.492, -2.489, -5.032], [5.466, 1.895, -3.586], [-1.595, 2.258, 4.866], [-1.242, 4.689, -3.310], [-3.925, 0.534, 4.670], [3.258, 3.530, 4.917]],
  "forces_ev_per_angstrom": [[1.905, -3.065, -1.724], [-0.803, 0.909, -0.996], [0.774, -1.054, 2.301], [-2.851, -0.211, 2.004], [0.442, -0.825, -0.698], [0.041, 1.375, -0.176], [1.254, -0.048, 0.777], [1.009, -0.113, 1.827], [-3.018, 4.825, 2.250], [-1.925, -0.839, -0.022], [1.736, 5.433, 3.462], [0.004, 0.064, 0.333], [-0.304, -0.737, 0.141], [0.129, -1.407, -1.348], [-0.870, -2.108, 0.433], [0.997, -2.248, -1.558], [2.094, 0.998, -0.901], [-1.054, 0.202, 1.024], [2.165, -1.647, -0.793], [-1.908, 1.785, 2.926], [2.356, 0.585, 1.180], [-0.704, -0.260, -0.342], [0.413, 1.085, -0.719], [-1.534, 0.920, -3.775], [-2.758, 3.024, -2.425], [-2.262, 0.239, 1.639], [-2.356, 2.879, 1.684], [-2.280, -1.175, 1.342], [0.014, 1.399, 1.917], [2.162, 0.223, -2.903], [1.887, -1.625, 1.816], [2.410, -0.800, 4.632], [-0.869, 0.920, -0.186], [-0.414, 0.456, 0.255], [-0.578, 0.897, -1.787], [-0.750, 0.640, 0.386], [0.427, -1.825, -0.500], [4.578, 3.908, -2.948], [1.065, -1.541, -2.437], [0.963, -0.773, -1.138], [-0.591, -0.599, 1.871], [0.260, 1.034, -0.451], [1.084, 0.269, 0.323], [-3.139, -2.419, -2.694], [-0.282, 0.076, -0.039], [-0.063, 0.560, -1.365], [-0.976, -5.148, -1.297], [-0.193, -0.106, 0.242], [0.083, 0.272, -0.641], [-0.109, 0.293, 0.037], [-0.472, 0.283, 0.117], [0.733, -0.040, 0.434], [-0.199, -0.700, -0.563], [-0.031, -0.388, 0.087], [0.048, -0.697, 0.336], [0.283, -0.476, 0.109], [0.081, -0.225, -0.218], [-0.759, -0.382, -0.203], [0.244, -0.046, -0.201], [0.069, -0.197, -0.224], [0.203, 0.072, -0.579], [-0.098, 0.569, 0.186], [-0.182, -0.288, 0.352], [0.195, 0.510, -0.109], [1.277, -0.534, 0.194], [0.023, 0.054, 0.395], [0.177, -0.094, -0.509], [-0.102, -0.678, 0.057], [0.249, -0.087, 0.071], [-0.057, 0.009, -0.160], [0.149, -0.594, -0.266], [0.508, -0.768, -0.244]]
}